A molecular structure, C25H50BCuN2O8PSSb. Source: OMol25; level of theory: ωB97M-V/def2-TZVPD.

Total charge: -1
Energy above the lowest of the compared OMol25 structures with the same formula, charge and spin (kcal per mole): 35.6
<S²>: 0.7557
E_HOMO (spin up / spin down) (eV): -4.120 / -4.400
Multiplicity: 2
Kohn-Sham gap (spin up / spin down) (eV): 6.452 / 6.704

XYZ file:
```
90
C25H50BCuN2O8PSSb, DFT ωB97M-V/def2-TZVPD
Cu -0.218 1.302 -0.058
O -0.139 -1.185 -2.191
S 1.245 -0.558 -1.722
O 2.202 -1.028 -2.686
O 1.443 -1.007 -0.346
O 1.070 0.917 -1.749
C -2.729 -0.083 4.109
C -3.001 -0.347 2.632
C -3.504 -1.764 2.432
O -1.738 -0.215 1.946
B -1.684 1.034 1.321
O -2.879 1.711 1.513
C -3.871 0.757 1.959
C -4.612 0.259 0.725
C -4.834 1.464 2.896
H -1.963 -0.781 4.451
H -3.624 -0.225 4.718
H -2.360 0.933 4.260
H -2.828 -2.460 2.932
H -3.535 -2.026 1.376
H -4.503 -1.890 2.857
H -3.942 -0.254 0.035
H -5.038 1.117 0.204
H -5.422 -0.422 0.995
H -4.309 1.960 3.711
H -5.551 0.755 3.317
H -5.388 2.218 2.337
C -3.345 -5.190 1.094
C -2.447 -5.314 -0.129
N -1.914 -4.037 -0.588
C -0.465 -3.896 -0.516
C 0.035 -3.654 0.902
C -2.787 -3.242 -1.294
O -3.921 -3.679 -1.516
C -2.430 -1.867 -1.725
C -3.296 -1.249 -2.585
C -3.239 0.137 -2.825
C -2.439 0.875 -1.979
N -1.612 0.332 -1.094
C -1.304 -1.050 -1.215
H -3.719 -6.172 1.393
H -4.197 -4.551 0.866
H -2.797 -4.759 1.934
H -3.004 -5.781 -0.943
H -1.592 -5.952 0.105
H -0.135 -3.111 -1.184
H -0.023 -4.822 -0.904
H -0.399 -2.742 1.315
H 1.119 -3.536 0.900
H -0.230 -4.488 1.558
H -4.094 -1.845 -3.010
H -3.918 0.626 -3.508
H -2.517 1.959 -1.948
H -0.907 -1.400 -0.265
C 6.163 3.972 -2.659
C 4.742 4.524 -2.737
Sb 3.051 3.209 -2.256
C 2.989 2.113 -4.121
C 4.231 2.099 -5.003
C 4.151 1.802 -1.033
C 4.981 0.735 -1.738
H 6.910 4.754 -2.831
H 6.332 3.191 -3.399
H 6.368 3.537 -1.679
H 4.541 4.924 -3.735
H 4.638 5.370 -2.052
H 2.144 2.542 -4.665
H 2.691 1.101 -3.844
H 4.579 3.107 -5.244
H 4.028 1.591 -5.951
H 5.055 1.570 -4.525
H 3.370 1.336 -0.431
H 4.767 2.407 -0.359
H 4.358 0.137 -2.404
H 5.426 0.045 -1.014
H 5.796 1.169 -2.320
C 3.399 2.216 2.641
P 1.692 1.774 2.274
C 1.559 0.014 2.571
C 0.698 2.591 3.534
O 1.341 2.221 0.881
H 3.660 1.959 3.669
H 3.533 3.286 2.484
H 4.051 1.679 1.951
H 1.981 -0.234 3.547
H 2.087 -0.510 1.772
H 0.510 -0.284 2.525
H 0.981 2.258 4.534
H -0.351 2.356 3.350
H 0.835 3.669 3.452
```

Löwdin atomic charge list, values in e, 4 entries: Cu 0.5072; O -0.2064; S 0.4047; O -0.2926

---

3 unconnected molecules or ions with the total composition C25H50Br2O6P2S at a distorted geometry. Source: OMol25; level of theory: ωB97M-V/def2-TZVPD.

E_HOMO (eV): -7.772
Structure (SMILES): CCCCCCCCCCCCCCC[PH](C)([PH2]=S)[C@H](Br)[C@@H](C)Br.O=C1OCCO1.O=C1OCCO1
Kohn-Sham gap (eV): 8.055

XYZ file:
```
86
C25H50Br2O6P2S, DFT ωB97M-V/def2-TZVPD
C -2.133 2.038 1.250
C -2.521 0.627 0.824
C -1.293 -0.182 0.407
C -1.613 -1.566 -0.154
C -1.904 -2.654 0.885
C -0.794 -2.865 1.922
C -0.062 -4.204 1.809
C 0.813 -4.540 3.025
C 1.576 -3.350 3.615
C 2.689 -2.825 2.696
C 2.577 -1.323 2.425
C 3.672 -0.815 1.503
C 3.468 0.647 1.132
C 2.156 0.948 0.404
C 1.728 -0.027 -0.711
P 1.881 0.649 -2.406
C 2.008 2.473 -2.578
P 4.188 0.456 -2.409
S 4.812 -1.402 -2.269
C -0.057 0.603 -2.783
Br -0.446 -1.312 -2.843
C -0.466 1.277 -4.099
C -1.494 0.590 -4.986
Br -1.195 3.058 -3.672
H -3.005 2.625 1.529
H -1.624 2.545 0.429
H -1.441 2.010 2.092
H -3.221 0.669 -0.011
H -2.995 0.117 1.664
H -0.626 -0.232 1.269
H -0.758 0.391 -0.357
H -2.496 -1.467 -0.790
H -0.806 -1.900 -0.808
H -2.077 -3.594 0.358
H -2.839 -2.425 1.398
H -1.197 -2.776 2.934
H -0.049 -2.077 1.841
H -0.807 -4.991 1.684
H 0.554 -4.198 0.909
H 1.564 -5.271 2.715
H 0.224 -5.028 3.801
H 2.027 -3.697 4.546
H 0.893 -2.542 3.868
H 3.668 -3.015 3.135
H 2.670 -3.343 1.733
H 2.639 -0.808 3.385
H 1.589 -1.101 2.019
H 4.637 -0.916 2.003
H 3.735 -1.460 0.624
H 3.428 1.205 2.071
H 4.340 1.023 0.600
H 1.354 0.998 1.138
H 2.223 1.957 -0.010
H 2.258 -0.977 -0.689
H 0.673 -0.260 -0.588
H 2.006 -0.281 -3.470
H 2.922 2.815 -2.093
H 2.088 2.748 -3.627
H 1.172 2.989 -2.120
H 4.562 1.000 -3.658
H 4.802 1.366 -1.522
H -0.624 1.021 -1.957
H 0.416 1.460 -4.712
H -1.049 -0.256 -5.502
H -1.817 1.297 -5.749
H -2.372 0.280 -4.427
O 0.521 0.870 4.038
C 0.534 0.569 5.185
O -0.308 1.059 6.123
C -0.148 0.295 7.323
C 1.253 -0.264 7.161
O 1.391 -0.320 5.738
H -0.266 0.938 8.190
H -0.909 -0.487 7.343
H 2.018 0.404 7.561
H 1.381 -1.257 7.584
O -7.593 3.923 -6.925
C -6.433 3.779 -6.732
O -5.449 4.322 -7.490
C -4.198 4.121 -6.826
C -4.492 2.923 -5.944
O -5.900 3.050 -5.721
H -3.415 3.944 -7.558
H -3.959 5.015 -6.247
H -4.302 1.976 -6.453
H -3.958 2.941 -4.999
```

Löwdin atomic charge list, values in e, 4 entries: C -0.0990; C -0.2423; C -0.2451; C -0.2887

---

3 unconnected molecules or ions with the total composition C25H50ClN2O12P2 at a distorted geometry. Source: OMol25; level of theory: ωB97M-V/def2-TZVPD.

Total charge: +1
E_HOMO (eV): -11.412
Kohn-Sham gap (eV): 6.798

XYZ file:
```
92
C25H50ClN2O12P2, DFT ωB97M-V/def2-TZVPD
C -2.672 8.203 3.799
C -4.037 7.778 3.354
O -4.981 7.926 4.049
O -4.171 7.248 2.100
C -3.992 5.811 2.094
C -2.936 5.494 1.046
C -2.413 4.025 1.044
C -2.908 3.215 2.221
N -3.937 2.418 1.992
N -4.277 1.716 3.072
C -3.728 1.743 4.259
C -2.675 2.608 4.549
C -2.109 2.652 5.941
O -3.154 3.026 6.835
O -3.702 1.787 7.320
C -2.239 3.378 3.482
C -1.106 4.359 3.585
C 0.300 3.690 3.442
C 0.955 3.316 4.768
Cl 0.252 2.252 2.374
H -2.357 9.122 3.305
H -1.906 7.445 3.640
H -2.731 8.434 4.858
H -3.708 5.525 3.108
H -4.961 5.407 1.804
H -3.377 5.703 0.075
H -2.098 6.178 1.168
H -2.723 3.552 0.116
H -1.330 3.961 1.054
H -5.065 1.093 2.929
H -4.115 1.083 5.022
H -1.367 3.430 6.051
H -1.740 1.684 6.278
H -4.557 2.059 7.685
H -1.206 5.189 2.897
H -1.137 4.782 4.588
H 0.940 4.413 2.944
H 0.625 3.963 5.579
H 0.720 2.288 5.038
H 2.036 3.388 4.696
O 0.019 1.652 -2.433
P -0.075 0.349 -3.121
O -0.839 0.554 -4.526
C -0.377 1.545 -5.447
C 0.886 1.112 -6.165
O -1.217 -0.465 -2.304
C -1.790 0.066 -1.121
C -3.043 0.862 -1.429
O 0.709 -1.023 -3.440
C 2.147 -1.099 -3.503
C 2.855 -0.202 -2.511
H -0.222 2.497 -4.933
H -1.181 1.692 -6.167
H 1.734 1.077 -5.474
H 1.137 1.811 -6.963
H 0.762 0.117 -6.594
H -1.064 0.670 -0.574
H -2.042 -0.784 -0.483
H -2.876 1.597 -2.217
H -3.400 1.384 -0.537
H -3.838 0.205 -1.784
H 2.476 -0.881 -4.522
H 2.407 -2.137 -3.303
H 2.667 0.855 -2.727
H 3.931 -0.364 -2.551
H 2.508 -0.398 -1.495
O 2.623 -7.282 -1.020
P 3.648 -6.925 -2.016
O 4.224 -8.279 -2.682
C 3.320 -9.233 -3.238
C 2.763 -8.780 -4.575
O 4.935 -6.470 -1.152
C 4.880 -6.356 0.269
C 5.303 -7.645 0.942
O 4.033 -5.874 -3.188
C 3.036 -5.170 -3.947
C 1.814 -4.789 -3.136
H 2.511 -9.444 -2.534
H 3.887 -10.154 -3.367
H 2.091 -7.925 -4.446
H 2.195 -9.580 -5.049
H 3.569 -8.475 -5.243
H 3.887 -6.048 0.595
H 5.568 -5.555 0.542
H 4.762 -8.500 0.537
H 5.126 -7.596 2.018
H 6.365 -7.829 0.775
H 2.750 -5.767 -4.817
H 3.520 -4.271 -4.330
H 1.272 -5.675 -2.794
H 1.129 -4.189 -3.735
H 2.101 -4.218 -2.251
```

Löwdin atomic charge list, values in e, 4 entries: C 0.0288; C -0.5490; O 0.1655; O -0.0245